210
Properties=species:S:1:pos:R:3:forces:R:3:mulliken_charge:R:1 method="wB97M-V/def2-TZVPD" e_homo_ha="-0.8635 / -0.8635" total_charge=+8 multiplicity=2 lumo_ev="-17.4 / -19.5"
C 0.64794 -0.42129 -1.83248 2.6830 0.9128 1.1182 -0.9578
C -0.66922 -0.17689 -1.71179 -4.0186 -2.0680 -4.1184 0.6892
C -1.19612 0.50647 -0.46399 -6.6673 0.4705 -0.8828 0.3878
O -2.47301 0.76656 -0.23096 2.8986 -1.4374 -1.8910 -0.4818
C -0.41877 0.98902 0.51056 3.4226 0.0637 1.2361 0.2592
C 0.99903 0.72775 0.50959 -0.9777 -0.7637 -0.7618 0.4491
C 1.54895 -0.06125 -0.77513 2.3524 -0.3704 1.4259 -0.0314
O 2.75025 -0.42167 -0.76236 -1.8293 0.9495 0.0294 -0.4861
O 1.66714 0.97703 1.49892 0.7730 -0.1240 -0.6165 -0.3355
O -1.37606 -0.65866 -2.75400 1.0183 2.3897 3.9156 -0.8368
H 1.06197 -0.81835 -2.74753 -0.0833 -0.2749 0.0652 0.0247
H -0.89752 1.41965 1.37760 0.1487 0.0946 0.0632 0.1622
C 0.74918 -2.33573 -5.66367 -0.3123 0.3343 -0.5504 -1.0853
C -0.08782 -1.37507 -6.64754 1.9066 -2.3254 0.6730 0.1673
C -0.55172 -2.02359 -7.97433 1.3081 2.2458 0.6297 -0.8298
O -1.59181 -2.80305 -7.68179 -2.3081 -0.7177 0.4422 -0.3305
C -2.01519 -3.60178 -8.78562 -0.1477 -1.7518 -0.1498 -0.7832
N -1.27179 -0.70784 -5.92893 1.0717 0.0004 -1.8886 0.0193
H -2.11969 -1.21795 -6.13132 -0.4028 -0.8797 0.0923 0.4459
H -1.14758 -0.50668 -4.94699 0.0680 -0.1122 0.6017 0.0030
H -1.35532 0.13192 -6.48385 -0.3880 0.8216 0.1997 0.4433
H 1.52665 -2.92096 -6.15474 0.2193 0.7450 -0.9100 0.5241
H 0.33861 -3.20674 -5.15291 -1.2567 0.5395 0.1909 0.4295
H 1.26808 -1.69652 -4.94936 -0.0742 -0.0280 0.2100 -0.0761
H 0.64206 -0.61490 -6.92595 -0.3374 0.3971 0.2087 0.2310
H 0.31053 -2.50494 -8.43578 0.1920 -0.3607 0.0623 0.4858
H -0.83674 -1.22620 -8.66065 -0.0152 0.3677 -0.3337 0.4492
H -2.34632 -3.19100 -9.73941 0.3641 1.2461 0.2489 0.3548
H -2.88796 -4.17028 -8.46440 0.3813 -0.2233 0.2584 0.2406
H -1.14771 -4.23150 -8.98316 -0.3512 -0.4983 -0.3084 0.3413
C 5.62336 0.04005 -4.75914 -1.0598 -0.1358 0.1159 -1.2842
C 4.57278 -0.39499 -3.72289 -0.7367 1.4688 -0.2225 -0.0864
C 4.02162 -1.78079 -3.88540 1.4191 -1.1706 -0.0547 -0.4083
O 4.97908 -2.72583 -3.40118 -0.6699 0.6705 0.3298 -0.4741
C 4.49784 -4.05765 -3.65600 1.0167 0.1640 -0.1977 -0.7311
N 5.14480 -0.23552 -2.35842 1.3183 -0.4384 0.1350 0.2603
H 5.52340 0.65620 -2.07278 -0.2900 0.8753 -0.5897 0.3179
H 4.54973 -0.54495 -1.60328 -0.4502 -0.6102 0.2506 -0.1045
H 5.98626 -0.78339 -2.46735 0.5031 -1.0099 0.7627 0.5775
H 6.44919 -0.66924 -4.81407 0.0288 0.0503 -0.0257 0.3950
H 5.97265 1.06081 -4.60373 0.1256 -0.0742 0.1750 0.4370
H 5.08920 0.05755 -5.70912 0.3097 -0.1097 -0.1808 0.4162
H 3.67808 0.22697 -3.69492 0.1329 0.5275 -0.5075 0.0873
H 3.89637 -1.90554 -4.96097 -0.2300 -0.1616 -0.2003 0.5851
H 3.05583 -1.93349 -3.40372 -0.1442 0.0804 0.2820 0.3079
H 3.66837 -4.29956 -2.99150 -0.4680 0.1096 -0.4049 0.2518
H 5.28055 -4.78192 -3.43042 0.1889 0.2776 -0.0488 0.2975
H 4.33841 -4.06456 -4.73426 -0.6416 -0.7011 0.1073 0.3839
C 4.89569 4.03422 0.58288 -0.6635 -0.1583 1.3316 -1.1662
N 6.03683 3.51264 1.44542 -0.7703 1.7195 -0.9186 0.0079
C 7.04568 3.09569 0.30252 0.4272 -1.1388 1.8460 -0.6214
C 6.64056 4.78076 2.21487 0.2546 -1.2857 -1.7591 -0.8267
C 5.50905 2.47522 2.51371 1.3710 2.0978 -0.5476 -1.1229
C 4.89882 1.24957 1.92755 2.4935 -1.0923 -1.7298 0.4339
O 3.98320 0.67224 2.71993 -1.3341 -0.8716 2.2925 -0.2892
H 5.17052 4.91938 0.00924 0.2817 -0.1907 0.1588 0.5436
H 4.10343 4.29709 1.28382 -0.1709 0.1309 -0.1670 0.4741
H 4.53255 3.25083 -0.08235 0.1646 0.0003 0.0680 0.3158
H 6.82424 2.08298 -0.03437 -0.3859 0.0040 0.1593 0.1460
H 8.04957 3.02958 0.72198 -0.0296 0.2651 0.0200 0.3646
H 7.03416 3.74890 -0.56999 -0.2763 0.4050 0.5554 0.3885
H 7.63984 4.48315 2.53262 -0.1827 0.1005 0.2655 0.4282
H 6.01558 5.16481 3.02110 -0.1484 -0.3982 -0.2071 0.3238
H 6.72809 5.47431 1.37855 0.1811 0.3912 0.4979 0.4232
H 4.86408 2.91040 3.27708 -0.4109 0.8468 -0.6603 0.4919
H 6.41495 2.31815 3.09917 0.0836 -0.7007 -0.1611 0.4433
H 5.80859 0.65137 1.87673 0.0405 -1.0741 -0.1804 0.3192
H 4.55814 1.20729 0.89302 -0.1260 1.0999 -0.2838 -0.0336
H 3.19717 0.40632 2.23720 -0.0313 0.3476 -0.2496 -0.0375
C -6.17944 2.20442 -4.08667 0.2013 0.2885 0.3294 -0.7933
N -5.52940 1.75099 -2.81771 0.3957 -0.7464 0.2957 0.1821
C -6.42876 0.61126 -2.27308 0.4864 0.6853 0.2682 -0.9833
C -4.15593 1.08497 -3.13676 -0.9582 -0.0752 0.8278 -0.4156
C -5.26610 2.94749 -1.83138 -0.1034 -2.7190 0.0421 0.1831
C -6.45601 3.56751 -1.15581 0.6600 0.1652 -1.5251 -0.6866
O -6.87463 4.50455 -2.12768 -0.6857 -0.1477 1.0933 -0.5319
H -6.21378 1.30032 -4.69455 -0.4437 0.4625 -0.3575 0.4571
H -5.58366 3.00411 -4.52672 0.0978 -0.2196 -0.1479 0.3364
H -7.14037 2.64223 -3.81643 -0.0995 -0.3004 -0.3198 0.3871
H -7.47276 0.92173 -2.23088 0.1359 0.0634 -0.3702 0.4353
H -6.15387 0.30351 -1.26420 0.4037 0.3684 0.0631 0.1731
H -6.28577 -0.26732 -2.90216 -0.2018 0.2948 -0.2578 0.5589
H -3.92186 0.43927 -2.29037 -0.0453 -0.0367 -0.0658 0.1509
H -3.30434 1.76019 -3.22036 -0.5637 0.5183 -0.2735 -0.0835
H -4.27753 0.48746 -4.04025 -0.0502 0.1521 0.0533 0.4392
H -4.72342 3.64097 -2.47378 0.2724 0.1314 0.5478 0.5971
H -4.74581 2.38024 -1.05961 0.9571 0.4925 0.0306 -0.4590
H -6.12605 4.03444 -0.22779 0.1360 0.1072 0.0545 0.3096
H -7.17568 2.79977 -0.87164 -0.4398 0.0358 -0.0890 0.3461
H -7.48783 5.06833 -1.65047 -0.5503 0.6294 -0.5608 0.4160
C -5.55572 0.89783 1.76898 0.6847 -0.0470 1.4635 -1.5052
N -5.17963 1.26607 3.21571 0.8217 0.3185 1.6086 0.3721
C -4.95495 -0.02658 4.03303 -0.7339 0.1022 -0.8306 -0.8392
C -3.81747 1.94630 3.30573 -0.5873 0.9903 -2.2131 -1.4505
C -6.27611 2.17950 3.95676 1.1352 -1.5106 -0.7677 -0.5044
C -6.25525 3.63118 3.55750 -0.2916 0.2350 0.4409 -0.6302
O -6.52374 3.80842 2.20113 -0.2163 -0.4699 -1.2187 -0.4316
H -4.96389 0.01824 1.51569 0.1634 0.1065 -0.0537 0.6486
H -5.28084 1.73141 1.12269 -0.5334 -0.0390 0.1014 0.2862
H -6.60079 0.58906 1.79291 -0.0170 0.4711 -0.2628 0.4788
H -5.70148 -0.77636 3.77105 -0.1925 0.2080 0.0170 0.3697
H -5.02822 0.16279 5.10395 0.1870 0.1796 -0.1796 0.3365
H -3.98460 -0.42041 3.73067 -0.0115 0.0804 0.1874 0.3502
H -3.26072 1.56155 2.45127 0.6660 -0.8984 0.6254 0.5114
H -3.33183 2.00394 4.27986 -0.3518 -0.7066 -0.0790 0.5048
H -3.86499 2.97252 2.94144 -0.7011 0.2462 0.3877 0.2145
H -6.05191 2.01330 5.01042 -0.0656 0.4165 -0.0077 0.3739
H -7.18318 1.62104 3.72557 -0.3104 0.5587 0.0190 0.4565
H -5.33126 4.18713 3.71644 0.1749 -0.4084 0.9953 0.4259
H -7.05019 4.08647 4.14816 0.0287 0.0891 0.3514 0.4960
H -6.75438 4.73480 2.09998 -0.2797 0.2002 -0.2300 0.3259
C -5.18189 -4.15431 -0.25066 1.5536 -1.0106 0.1247 -0.9007
N -3.98145 -4.11260 -1.23328 0.1203 -0.7491 0.9876 0.1918
C -2.89591 -3.18135 -0.62762 -0.2583 -0.0541 -0.8844 -0.9500
C -3.38273 -5.55352 -1.36999 0.5220 0.5012 -0.7238 -0.8306
C -4.34642 -3.56617 -2.62873 -0.1971 -1.1971 0.6195 -0.1886
C -5.62763 -4.21127 -3.31271 -0.3460 -1.5346 -0.4592 -0.7277
O -5.94539 -5.63020 -3.07653 1.9854 1.5471 1.5892 -0.5130
H -5.50018 -3.14798 0.02156 -0.1840 -0.1980 -0.3916 0.3147
H -4.74259 -4.65636 0.61135 -0.0173 0.3917 0.3521 0.4446
H -5.93376 -4.88717 -0.54344 -0.1959 0.5869 -0.7282 0.3512
H -2.09073 -3.07169 -1.35409 -0.4196 0.2654 -0.4913 0.2142
H -2.31174 -3.46313 0.24842 -0.9615 -1.0419 0.3212 0.5777
H -3.37782 -2.23058 -0.39982 0.0756 0.0406 -0.2896 0.2206
H -2.51757 -5.44408 -2.02392 0.1403 0.1714 0.1225 0.3863
H -4.00112 -6.28547 -1.88954 -0.7436 0.5794 0.1987 0.3095
H -3.04467 -5.98597 -0.42828 -0.3060 0.5363 0.2281 0.3892
H -3.40282 -3.59280 -3.17371 -0.1943 -0.6166 -0.3271 0.4912
H -4.52743 -2.49672 -2.52090 -0.3375 0.0005 0.2581 0.0172
H -5.47564 -4.22985 -4.39190 0.1227 1.0117 -0.0449 0.4187
H -6.45084 -3.55821 -3.02298 -0.2405 -0.2275 -0.1469 0.4046
H -6.76416 -5.95804 -3.45566 -0.3673 0.5458 -0.4056 0.3469
C -0.74377 -0.24783 5.16935 0.4414 0.3484 0.8708 -0.3412
N -0.42422 0.58877 6.42557 0.5254 -0.2932 -2.7983 -0.2087
C -1.66063 0.60237 7.29353 0.7374 0.8679 0.1598 -0.6827
C 0.80817 0.00559 7.13657 -1.4870 0.3352 -0.1477 -0.6694
C -0.06756 2.01386 5.92943 0.2399 -0.4043 0.3587 -0.8746
C 1.01251 2.15628 4.80193 0.8436 -0.8438 1.8367 0.1299
O 0.42320 2.27321 3.56888 -1.9039 0.5972 -1.0991 -0.4027
H -1.25900 -1.15253 5.49206 -0.0075 0.0858 -0.1756 0.5900
H 0.18484 -0.50087 4.65773 0.0088 -0.0254 0.2017 -0.1143
H -1.31560 0.37622 4.48257 -0.2528 -0.1558 0.2231 0.0361
H -2.45236 1.11816 6.75019 -0.0062 -0.2821 -0.1284 0.1911
H -1.43961 1.22881 8.15771 -0.0162 -0.2369 0.1917 0.3997
H -1.94120 -0.40709 7.59417 0.1364 0.1090 -0.0714 0.4187
H 1.10793 0.76333 7.86051 -0.0310 -0.4826 0.3510 0.3904
H 1.63003 -0.16524 6.44126 -0.3153 -0.0219 -0.0742 0.2329
H 0.39817 -0.91882 7.54335 0.7230 0.0045 0.4335 0.4209
H 0.18238 2.44405 6.89926 0.3053 0.7874 -0.4773 0.6116
H -0.95634 2.48641 5.51127 -0.2181 -0.1248 0.3242 0.2767
H 1.70090 1.31161 4.77443 0.0780 -0.3035 0.3777 -0.2746
H 1.66288 3.00316 5.02078 -0.2756 0.3126 0.2612 0.5366
H 0.94532 1.90609 2.85179 0.5041 -0.2564 0.0449 0.1496
C -2.24809 5.74712 -1.17406 -0.1020 0.9731 -0.7706 -0.8170
N -1.21500 4.77023 -0.76722 -0.9633 0.5775 2.2885 0.1918
C 0.09178 5.48939 -0.59604 0.8871 -1.0079 -0.7795 -0.9082
C -1.60972 4.31399 0.67883 0.2004 -1.6973 -0.7461 -0.5803
C -1.20569 3.54104 -1.74897 0.4943 2.0343 1.4547 1.2443
C -0.87335 3.77431 -3.21276 -0.5654 -1.2410 -2.0137 -0.7723
O -2.03920 3.94889 -4.02949 -0.9754 0.6332 1.3040 -0.5158
H -1.99534 6.02131 -2.19828 -0.4009 0.2225 0.0000 0.4548
H -2.20401 6.63276 -0.54018 0.2136 -0.0467 -0.0396 0.4359
H -3.27145 5.37888 -1.10163 0.2328 -0.4669 -0.1367 0.2244
H 0.02530 6.35127 0.06792 -0.3272 -0.0237 -0.3186 0.3893
H 0.51829 5.70705 -1.57523 -0.3783 0.5951 0.0095 0.3663
H 0.81038 4.78585 -0.17563 -0.1478 -0.1339 0.2920 0.3953
H -2.46927 3.64629 0.62011 -0.1907 0.1218 -0.4104 -0.0315
H -1.84439 5.03992 1.45733 0.2861 0.8667 -0.8536 0.5267
H -0.81691 3.68170 1.07854 0.2849 0.2082 -0.1707 0.2033
H -2.22528 3.18346 -1.60519 0.2561 -0.5513 -0.2782 -0.3979
H -0.43680 2.96520 -1.23388 -0.2233 -0.6145 -0.5244 -0.4101
H -0.59879 2.79786 -3.61185 1.0073 -0.5247 0.8303 0.1914
H -0.06400 4.41951 -3.55448 0.0064 0.4914 0.8303 0.5123
H -1.84827 4.24170 -4.92358 0.3447 0.2970 -0.0764 0.3260
C 5.87031 -0.94392 6.02092 -0.3063 1.5479 0.7749 -1.1725
C 5.49330 -2.28065 5.52221 1.0258 -0.3125 -2.0367 -0.5923
C 4.90703 -2.13366 4.10047 -0.5246 -2.0102 -0.8639 0.8505
C 4.82724 -3.55558 3.40880 -0.9233 0.8516 0.6719 -1.3194
N 4.53128 -3.53342 1.91557 0.8000 -0.8079 -1.0585 0.9077
C 4.41985 -4.95577 1.35291 -0.7802 -2.1517 -0.3942 -0.9177
C 5.72735 -5.40353 0.67669 -1.0362 0.4027 -0.1986 -0.6396
C 6.13392 -4.08787 0.01240 1.1813 0.0695 1.4795 -0.4690
C 5.71353 -3.06201 1.05221 0.5599 2.3068 0.2025 -0.1132
C 3.25258 -2.74606 1.59095 -0.6164 -1.6458 0.9534 0.2375
C 2.00997 -3.11712 2.53635 0.6477 0.6949 -0.4428 -0.5582
C 0.70671 -2.55972 1.94176 0.6358 -0.2592 -0.6775 -0.8102
H 6.38062 -0.31033 5.29550 0.4242 -0.3874 -0.2363 0.2813
H 6.49494 -1.00258 6.91226 -0.2363 0.1779 0.0603 0.4368
H 4.96413 -0.36467 6.19816 -0.1318 0.1409 0.6362 0.1725
H 4.93973 -2.87291 6.25084 -0.1729 -0.0266 -0.3195 0.4005
H 6.43907 -2.76497 5.27925 0.0890 -0.6120 0.5956 0.3471
H 5.53839 -1.50578 3.47178 0.2203 0.2042 0.2789 -0.1400
H 3.90346 -1.71150 4.04825 0.0049 0.2657 0.2735 -0.2719
H 3.94759 -4.06806 3.79826 0.2187 -0.1711 0.2608 0.4536
H 5.69241 -4.17621 3.64202 0.1303 0.1065 -0.4714 0.6318
H 3.66857 -5.00258 0.56456 -0.2686 0.6109 0.1183 0.3895
H 4.10060 -5.71287 2.06914 -0.0537 0.5320 0.5343 0.3607
H 5.62532 -6.16968 -0.09188 -0.6601 -0.1166 0.1883 0.4099
H 6.35609 -5.88443 1.42604 0.7302 0.7449 -0.1389 0.4031
H 5.69460 -3.76507 -0.93147 -0.2287 -0.9510 -0.1558 0.0124
H 7.21865 -4.11665 -0.09072 0.0254 0.4643 -0.2054 0.3769
H 5.44143 -2.12515 0.56606 -0.5788 0.0661 -0.1059 -0.1629
H 6.51330 -2.68365 1.68884 0.0742 -0.7613 0.4406 0.4814
H 3.05049 -3.07279 0.57090 -0.1845 0.4566 -0.0504 0.7484
H 3.46236 -1.67758 1.64034 0.0967 -0.1551 0.0484 -0.6949
H 2.21569 -2.63810 3.49360 -0.1605 -0.2390 0.1034 0.1766
H 1.82839 -4.17598 2.72057 0.6696 -0.1124 -0.2159 0.5188
H 0.79442 -2.72033 0.86723 -0.1444 0.3941 -0.3678 0.3010
H 0.60280 -1.49654 2.15842 -0.2790 -0.0172 -0.0744 -0.3287
H -0.18486 -3.13741 2.18566 0.0994 0.1951 0.6209 0.5623



17
Properties=species:S:1:pos:R:3:forces:R:3:mulliken_charge:R:1 method="wB97M-V/def2-TZVPD" e_homo_ha=-0.3846 lumo_ev=-0.4 de_lowest_kcal_mol=1.98 smiles=Cc1ncncc1C#N.O
C -0.47518 -2.04811 0.04622 0.1427 -0.2376 0.0569 -1.1689
C -1.06876 -0.68805 -0.10815 -0.0958 0.5468 -0.0673 0.8623
N -2.38597 -0.55357 0.05493 0.0510 -0.2897 -0.0768 -0.5489
C -2.92628 0.64640 -0.11502 0.2721 0.2082 -0.0686 -0.0909
N -2.26737 1.76648 -0.40309 0.0400 0.1653 -0.1038 -0.5708
C -0.94929 1.67024 -0.55725 -0.1124 -0.2607 0.2150 -0.2416
C -0.28876 0.44648 -0.42525 -0.1952 -0.0533 0.1040 0.4287
C 1.13486 0.34782 -0.61446 0.7715 -0.1838 -0.4247 -0.0004
N 2.26649 0.23888 -0.83593 -1.0729 0.1083 0.3497 -0.4957
H 0.28969 -2.04563 0.83617 -0.1592 -0.0306 -0.2271 0.3340
H -1.26159 -2.76550 0.30154 0.2064 0.2093 -0.0673 0.3392
H 0.01377 -2.35914 -0.88850 -0.0869 0.0766 0.2591 0.3366
H -4.01333 0.72412 -0.01571 0.3824 -0.0355 0.0282 0.3666
H -0.39608 2.58683 -0.77196 -0.1501 -0.2499 0.0029 0.4511
O 4.39132 0.87825 1.35129 -0.4356 -0.2559 0.2025 -0.6577
H 3.54673 0.55519 1.72126 0.6817 0.2250 -0.4776 0.2991
H 4.38975 0.59930 0.42391 -0.2397 0.0575 0.2949 0.3573